{
  "formula": "C4H13N2",
  "method": "the ωB97M-V functional and the def2-TZVPD basis",
  "mol_weight_g_mol": 89.162,
  "e_above_lowest_ev": 8.7185,
  "charge": 1,
  "multiplicity": 1,
  "orbital_gap_ha": 0.1999,
  "e_homo_ev": -13.89,
  "lumo_ha": -0.3105,
  "species": ["C", "N", "C", "N", "C", "C", "H", "H", "H", "H", "H", "H", "H", "H", "H", "H", "H", "H", "H"],
  "coordinates": [[-0.42200, 0.81039, 0.03728], [0.93771, 0.99571, -0.21958], [-0.90412, -0.54968, -0.34928], [0.23485, 2.45793, -2.26750], [-2.19188, -2.69098, -0.26401], [-1.84901, -1.35501, 0.23652], [-0.79053, 0.97516, 1.05886], [-0.69152, 1.43812, -0.81849], [1.52454, 1.31233, 0.56100], [5.46108, 0.05009, 4.95807], [-0.09005, -1.04112, -1.02838], [0.44281, 2.25952, -3.24303], [0.61126, 1.77526, -1.54943], [0.35310, 3.47444, -2.16727], [-1.34103, -3.06590, -0.91066], [-1.96908, -3.55950, 0.55580], [-3.22236, -2.69841, -0.70751], [6.22524, 0.29957, 5.00747], [-2.31904, -0.88793, 1.11011]],
  "lowdin_charge": [-0.2320, 0.2265, -0.0861, 0.1491, -0.0986, -0.1370, 0.1509, 0.1458, 0.1323, -0.0033, 0.1558, 0.0737, -0.0286, 0.0846, 0.0910, 0.1438, 0.1078, 0.0033, 0.1211]
}

***

{
  "formula": "C18H35FN4O3",
  "method": "the ωB97M-V functional and the def2-TZVPD basis",
  "mol_weight_g_mol": 374.501,
  "smiles": "C[C@@H](O)CO[C@@H](F)OCCN.CCCC#N.CCCC#N.CCCC#N",
  "charge": 0,
  "multiplicity": 1,
  "orbital_gap_ha": 0.3439,
  "e_homo_ev": -8.81,
  "lumo_ha": 0.0200,
  "species": ["C", "C", "O", "C", "O", "C", "F", "O", "C", "C", "N", "H", "H", "H", "H", "H", "H", "H", "H", "H", "H", "H", "H", "H", "H", "C", "C", "C", "C", "N", "H", "H", "H", "H", "H", "H", "H", "C", "C", "C", "C", "N", "H", "H", "H", "H", "H", "H", "H", "C", "C", "C", "C", "N", "H", "H", "H", "H", "H", "H", "H"],
  "coordinates": [[-1.20519, -2.47607, 3.02766], [0.04862, -3.33493, 2.35419], [0.37017, -2.84533, 1.00171], [1.36446, -3.40855, 3.36234], [1.56846, -2.19234, 4.16683], [2.30801, -1.15241, 3.37755], [1.33488, -0.44348, 2.51176], [2.88888, -0.22308, 4.35770], [3.27618, 1.06203, 3.75616], [2.26667, 2.23803, 4.31587], [0.96148, 2.36222, 3.56180], [-1.26241, -2.69098, 4.18282], [-1.04943, -1.32550, 2.85523], [-2.23185, -2.77622, 2.51671], [-0.36663, -4.44278, 2.21575], [0.23747, -3.56101, 0.31042], [1.11996, -4.27890, 4.14130], [2.34347, -3.77792, 2.79603], [3.20886, -1.64114, 2.76784], [3.41332, 1.04836, 2.59421], [4.35141, 1.32236, 4.20562], [2.81265, 3.29749, 4.35122], [2.04960, 1.97649, 5.45868], [0.51924, 3.30249, 3.65744], [1.16967, 2.20221, 2.54592], [1.50566, 0.22574, -3.15886], [0.06103, -0.04130, -2.75730], [-0.07702, -1.12640, -1.68986], [0.34659, -2.44663, -2.17628], [0.68601, -3.48815, -2.55801], [1.96360, -0.65535, -3.61888], [1.54874, 1.04156, -3.88742], [2.10721, 0.51413, -2.29091], [-0.51706, -0.31147, -3.64916], [-0.36889, 0.88978, -2.36748], [-1.12685, -1.18312, -1.37886], [0.50215, -0.85254, -0.80067], [-3.42603, -3.92360, -5.86747], [-2.22799, -4.55147, -6.56744], [-0.88764, -4.11082, -5.97988], [-0.63316, -2.67760, -6.18028], [-0.43416, -1.54506, -6.33340], [-3.43329, -2.83538, -5.98316], [-4.35652, -4.30975, -6.29559], [-3.42229, -4.15714, -4.79798], [-2.26953, -4.31296, -7.63702], [-2.30687, -5.64224, -6.47975], [-0.08647, -4.68398, -6.46123], [-0.85043, -4.35086, -4.91119], [-0.88288, 5.62874, 0.76203], [-1.88555, 6.34321, 1.65850], [-1.22612, 7.24961, 2.69751], [-0.43494, 6.49335, 3.67789], [0.19426, 5.89731, 4.44896], [-0.24434, 4.94989, 1.33569], [-1.40913, 5.03352, 0.00904], [-0.24234, 6.34662, 0.23981], [-2.52084, 5.59900, 2.15364], [-2.54205, 6.95467, 1.02698], [-2.00853, 7.80623, 3.22674], [-0.59228, 7.99150, 2.19857]],
  "lowdin_charge": [-0.0695, -0.3308, -0.1300, -0.1444, -0.1057, -0.2292, -0.0398, -0.1120, -0.1805, -0.2453, -0.0489, 0.0919, 0.0851, 0.0865, 0.1490, 0.0949, 0.1447, 0.1426, 0.1944, 0.1344, 0.1381, 0.1174, 0.1301, 0.0327, 0.0603, -0.1118, -0.2677, -0.1938, -0.2280, 0.1461, 0.0721, 0.0742, 0.0739, 0.0940, 0.1090, 0.1231, 0.1137, -0.1150, -0.2718, -0.1982, -0.2250, 0.1417, 0.0723, 0.0721, 0.0761, 0.1124, 0.1094, 0.1201, 0.1033, -0.1103, -0.2699, -0.1960, -0.2183, 0.1454, 0.0634, 0.0743, 0.0780, 0.1145, 0.1097, 0.1191, 0.1217]
}

***

{
  "formula": "C4H12N2O",
  "method": "the ωB97M-V functional and the def2-TZVPD basis",
  "mol_weight_g_mol": 104.153,
  "e_above_lowest_ev": 5.2908,
  "smiles": "CCN=O.CNC",
  "charge": 0,
  "multiplicity": 1,
  "orbital_gap_ha": 0.3160,
  "e_homo_ev": -8.09,
  "lumo_ha": 0.0189,
  "species": ["C", "C", "N", "O", "H", "H", "H", "H", "H", "C", "C", "N", "H", "H", "H", "H", "H", "H", "H"],
  "coordinates": [[-1.67928, 0.71245, -0.17904], [-2.59795, -0.09856, 0.71423], [-0.34803, 1.39487, 0.75966], [0.05068, 2.45587, 0.37026], [-2.16675, 1.65020, -0.45926], [-1.54116, 0.25456, -1.16451], [-3.63433, -0.05351, 0.36139], [-2.30408, -1.15328, 0.72655], [-2.60540, 0.27493, 1.74296], [1.75451, -1.12065, 0.81609], [1.88397, 0.01621, -1.34825], [1.09568, -0.32711, -0.19389], [-0.01101, -0.36640, -0.35069], [1.09919, -1.24472, 1.68131], [2.94921, -0.22446, -1.27824], [2.67631, -0.63606, 1.16305], [2.02654, -2.10998, 0.43284], [1.52075, -0.51701, -2.23123], [1.83114, 1.09264, -1.56321]],
  "lowdin_charge": [-0.2215, -0.1328, -0.0230, -0.0413, 0.0831, 0.0886, 0.0717, 0.0664, 0.0692, -0.1439, -0.1418, -0.2252, 0.1090, 0.0735, 0.0789, 0.0799, 0.0690, 0.0711, 0.0692]
}

***

{
  "formula": "C8H24ClO4S2",
  "method": "the ωB97M-V functional and the def2-TZVPD basis",
  "mol_weight_g_mol": 283.863,
  "e_above_lowest_ev": 6.1385,
  "charge": -1,
  "multiplicity": 1,
  "orbital_gap_ha": 0.2588,
  "e_homo_ev": -4.39,
  "lumo_ha": 0.0974,
  "species": ["Cl", "C", "C", "O", "H", "H", "H", "H", "H", "H", "C", "C", "O", "H", "H", "H", "H", "H", "H", "C", "S", "O", "C", "H", "H", "H", "H", "H", "H", "C", "S", "O", "C", "H", "H", "H", "H", "H", "H"],
  "coordinates": [[0.47100, 0.67792, -0.16640], [2.02577, 4.22426, 1.89867], [1.51305, 2.78207, 1.66895], [2.02260, 2.22450, 0.46803], [1.61146, 4.70793, 2.70166], [1.98485, 4.57752, 1.01136], [3.05158, 3.97636, 1.91291], [0.53801, 2.82355, 1.77930], [1.84551, 2.04713, 2.49216], [1.51461, 1.41727, 0.14090], [0.18335, -0.09684, -4.82983], [-0.22895, -1.21791, -3.87781], [-1.15736, -0.70082, -2.82023], [-0.80477, 0.45338, -5.20643], [0.78248, -0.51390, -5.77103], [0.81988, 0.75064, -4.21853], [0.65604, -1.50215, -3.28094], [-0.66285, -1.97298, -4.43983], [-0.35851, -0.35712, -2.18287], [0.58829, 0.83689, 2.82371], [-0.73737, -0.23465, 3.46036], [-1.39250, 0.52159, 4.54046], [-1.86616, -0.02897, 2.03891], [1.02104, 0.57725, 1.81175], [1.36889, 0.83198, 3.51406], [0.06854, 1.84562, 2.74107], [-1.15438, -0.21605, 1.19162], [-2.26081, 0.92552, 2.15009], [-2.47960, -0.82136, 1.91283], [-2.01516, -2.40090, -0.69295], [-0.51721, -1.97589, 0.18467], [-0.90814, -2.07002, 1.66829], [0.24922, -3.55709, -0.37309], [-1.74656, -2.59717, -1.81685], [-2.54321, -1.33646, -0.59748], [-2.62315, -3.04263, -0.38303], [0.50865, -3.39664, -1.49274], [-0.54182, -4.32819, -0.16124], [1.17367, -3.83365, 0.19953]],
  "lowdin_charge": [0.4396, -0.0332, -0.3959, -0.2538, 0.0508, -0.0032, 0.0622, 0.0219, 0.0832, -0.4219, -0.1370, -0.3338, -0.2143, 0.0972, 0.0910, 0.1191, 0.1013, 0.0721, 0.0418, -0.3422, 0.8383, -0.5915, -0.2869, -0.0002, 0.0301, 0.0712, -0.0721, 0.0411, 0.0002, -0.2626, 0.7764, -0.6465, -0.2648, 0.0869, 0.1063, -0.0449, 0.0664, 0.0546, 0.0530]
}

***

{
  "formula": "C26H27NO6",
  "method": "the ωB97M-V functional and the def2-TZVPD basis",
  "mol_weight_g_mol": 449.503,
  "e_above_lowest_ev": 2.3574,
  "smiles": "O=C(NCc1ccccc1)C1=C[C@@H](c2coc3ccccc3c2=O)C[C@@H](OCCCCO)O1",
  "charge": 0,
  "multiplicity": 1,
  "orbital_gap_ha": 0.3343,
  "e_homo_ev": -8.85,
  "lumo_ha": 0.0090,
  "species": ["O", "C", "N", "H", "C", "C", "C", "C", "C", "C", "C", "H", "H", "H", "H", "H", "H", "H", "C", "C", "C", "C", "C", "O", "C", "C", "C", "C", "C", "C", "C", "O", "H", "H", "H", "H", "H", "C", "C", "O", "C", "C", "C", "C", "O", "H", "H", "H", "H", "H", "H", "H", "H", "H", "O", "H", "H", "H", "H", "H"],
  "coordinates": [[-2.69751, -3.05804, -1.47018], [-2.57888, -2.41404, -0.44487], [-3.59974, -1.78948, 0.17580], [-3.38996, -1.24644, 0.99940], [-4.91664, -1.67335, -0.40127], [-5.26926, -0.23947, -0.70584], [-4.30943, 0.62128, -1.22480], [-4.62436, 1.93917, -1.50180], [-5.90519, 2.41100, -1.26843], [-6.86843, 1.55831, -0.75736], [-6.55052, 0.24150, -0.47346], [-7.30459, -0.42023, -0.07149], [-7.86954, 1.92025, -0.57480], [-6.15182, 3.43971, -1.48530], [-3.86910, 2.59881, -1.90330], [-3.31204, 0.25213, -1.41684], [-4.89641, -2.26416, -1.32420], [-5.66019, -2.10903, 0.27528], [-1.26073, -2.24194, 0.23844], [-0.17395, -2.88089, -0.19494], [1.16630, -2.70673, 0.44361], [2.08305, -1.82707, -0.37944], [1.68968, -1.25397, -1.53355], [2.43904, -0.46850, -2.31179], [3.69935, -0.17870, -1.91170], [4.45814, 0.67454, -2.71399], [5.74263, 0.99658, -2.33947], [6.29238, 0.47488, -1.17004], [5.54900, -0.36848, -0.37918], [4.24033, -0.70950, -0.73568], [3.44333, -1.60605, 0.11509], [3.88314, -2.10502, 1.14200], [5.94509, -0.78947, 0.53274], [7.30079, 0.73619, -0.88777], [6.32789, 1.66102, -2.95693], [4.01339, 1.07204, -3.61201], [0.69781, -1.38802, -1.94313], [0.95442, -2.13264, 1.85235], [-0.01996, -0.96126, 1.78343], [0.53489, 0.02415, 0.96692], [-0.12263, 1.28473, 0.97387], [0.30513, 2.16969, 2.15142], [1.82218, 2.19404, 2.35675], [2.60954, 2.78836, 1.18998], [2.54058, 2.02726, 0.00699], [2.48123, 1.09749, 0.25803], [3.66298, 2.88983, 1.49609], [2.23069, 3.78318, 0.93650], [2.04551, 2.77868, 3.25127], [2.17410, 1.17256, 2.52734], [-0.16083, 1.80878, 3.07176], [-0.06309, 3.17934, 1.96392], [0.16667, 1.75229, 0.03092], [-1.20997, 1.14327, 0.98187], [-1.28676, -1.36810, 1.30154], [-0.23409, -0.56846, 2.79106], [0.51992, -2.89884, 2.49601], [1.89989, -1.80582, 2.27927], [1.66461, -3.67809, 0.54587], [-0.27809, -3.53920, -1.04197]],
  "lowdin_charge": [0.0687, -0.4366, 0.0782, 0.1445, -0.1209, -0.2081, -0.0372, -0.0820, -0.0951, -0.0873, -0.0478, 0.1089, 0.1015, 0.0999, 0.1019, 0.1127, 0.1326, 0.1259, -0.1560, 0.0255, -0.2165, -0.0859, -0.0132, 0.0827, -0.1993, 0.0123, -0.0630, -0.0708, -0.0004, -0.0782, -0.3219, 0.0724, 0.1204, 0.1034, 0.1070, 0.1226, 0.1485, -0.0360, -0.3292, -0.0889, -0.1753, -0.1576, -0.1755, -0.2536, -0.0649, 0.0609, 0.1163, 0.1213, 0.1145, 0.1138, 0.1063, 0.1184, 0.1254, 0.1249, 0.0089, 0.1684, 0.1396, 0.1182, 0.1617, 0.1333]
}

***

{
  "formula": "C24H39N3O9",
  "method": "the ωB97M-V functional and the def2-TZVPD basis",
  "mol_weight_g_mol": 513.588,
  "smiles": "CCCOCN(CCCCN(C)C(C)=O)C(=O)OCCN(CC)C(C)=O.O=C1C=C(O)C(=O)C=C1O",
  "charge": 0,
  "multiplicity": 1,
  "orbital_gap_ha": 0.2890,
  "e_homo_ev": -9.09,
  "lumo_ha": -0.0452,
  "species": ["C", "C", "C", "O", "C", "N", "C", "C", "C", "C", "N", "C", "C", "C", "O", "C", "O", "O", "C", "C", "N", "C", "C", "C", "C", "O", "H", "H", "H", "H", "H", "H", "H", "H", "H", "H", "H", "H", "H", "H", "H", "H", "H", "H", "H", "H", "H", "H", "H", "H", "H", "H", "H", "H", "H", "H", "H", "H", "H", "H", "H", "C", "C", "C", "O", "C", "C", "C", "O", "O", "O", "H", "H", "H", "H"],
  "coordinates": [[2.51046, -4.97808, 3.01675], [2.61842, -4.66486, 1.51920], [1.26567, -4.56106, 0.80813], [1.20023, -3.37735, 0.01864], [0.01115, -2.65593, 0.17560], [0.09628, -1.47426, -0.66910], [0.80192, -0.38517, 0.02685], [1.35889, 0.68792, -0.89903], [1.89428, 1.86805, -0.08076], [3.29867, 1.57846, 0.43309], [3.89356, 2.61836, 1.29913], [2.93964, 3.48931, 1.99285], [4.76160, 2.00835, 2.27485], [4.13145, 1.12602, 3.34164], [5.94155, 2.19988, 2.25818], [-1.21223, -1.14551, -1.10227], [-1.71474, -1.53618, -2.11944], [-1.87359, -0.37270, -0.22587], [-3.13173, 0.16037, -0.68372], [-3.55465, 1.27585, 0.24191], [-3.79054, 0.92805, 1.64548], [-4.23548, -0.43781, 1.91725], [-4.81480, -0.55659, 3.31956], [-2.75788, 1.39621, 2.52076], [-1.60573, 0.46834, 2.86298], [-2.79081, 2.51539, 2.95404], [1.60609, -5.54738, 3.24302], [2.48575, -4.06486, 3.61358], [3.35749, -5.57024, 3.36409], [3.24497, -5.40930, 1.02610], [3.11809, -3.70490, 1.37588], [0.45295, -4.56850, 1.54548], [1.10332, -5.41778, 0.14708], [-0.11139, -2.36604, 1.23456], [-0.86301, -3.25146, -0.11982], [0.15041, 0.06966, 0.78190], [1.62282, -0.86877, 0.56020], [0.58044, 1.04746, -1.57529], [2.16002, 0.25780, -1.50526], [1.20642, 2.04982, 0.74942], [1.91377, 2.76342, -0.70572], [3.30627, 0.59905, 0.93431], [3.95125, 1.47366, -0.43873], [2.15931, 2.96001, 2.55818], [3.49447, 4.11464, 2.69308], [2.45302, 4.14525, 1.27306], [4.22260, 1.62262, 4.30814], [3.08461, 0.89359, 3.15065], [4.69485, 0.19465, 3.38962], [-3.00039, 0.56231, -1.69005], [-3.86494, -0.64328, -0.75626], [-4.48183, 1.68509, -0.17582], [-2.80174, 2.06574, 0.20496], [-3.43232, -1.17707, 1.78048], [-5.01712, -0.67335, 1.19249], [-5.28288, -1.53262, 3.45271], [-5.57188, 0.21284, 3.47506], [-4.05096, -0.43643, 4.08978], [-1.71282, 0.12778, 3.89490], [-1.53664, -0.39518, 2.20316], [-0.68761, 1.05281, 2.81191], [0.36590, 1.74749, -5.05280], [-0.37583, 0.69693, -4.65898], [-1.75230, 0.42344, -5.24061], [-2.34966, -0.54680, -4.82193], [-2.27529, 1.33565, -6.24165], [-1.52902, 2.37791, -6.62910], [-0.15258, 2.64265, -6.05829], [0.43510, 3.61786, -6.49605], [-1.90486, 3.27077, -7.53297], [0.04024, -0.15073, -3.73991], [1.34762, 1.94806, -4.64658], [-3.25867, 1.13992, -6.64514], [-1.15892, 3.90054, -7.60897], [-0.62670, -0.84982, -3.56061]],
  "lowdin_charge": [-0.1073, -0.2146, -0.2117, -0.1083, -0.2154, 0.0048, -0.1601, -0.1621, -0.1867, -0.1798, -0.1273, -0.0846, -0.4951, -0.0064, 0.1240, -0.5174, 0.1298, 0.0099, -0.1293, -0.1265, -0.0812, -0.2455, -0.0681, -0.4769, 0.0057, 0.1165, 0.0672, 0.0694, 0.0674, 0.1035, 0.1070, 0.1123, 0.1251, 0.1396, 0.1496, 0.0973, 0.1255, 0.1037, 0.1257, 0.0986, 0.1204, 0.1094, 0.1284, 0.0784, 0.0975, 0.0877, 0.0910, 0.0664, 0.0875, 0.1355, 0.1293, 0.1317, 0.1348, 0.1082, 0.1219, 0.0769, 0.0856, 0.0675, 0.0902, 0.0493, 0.0804, 0.0684, -0.2258, -0.3111, 0.1150, 0.0696, -0.2401, -0.3181, 0.0963, 0.1113, 0.0991, 0.1334, 0.1337, 0.1180, 0.0941]
}